Record 1
A gas-phase ion, C3H5N4O4 (charge +1) in a non-equilibrium geometry, computed with ωB97M-V with the def2-TZVPD basis set.

E_LUMO = -5.47 eV
E = -17330.0951 eV
energy above the lowest of the compared OMol25 structures with the same formula, charge and spin = 195.59 kJ/mol
SMILES = [H]/N=C(/O)O/[N+](=N\C=O)C(N)=O

Geometry as ORCA input:
```
! wB97M-V def2-TZVPD RIJCOSX def2/J DEFGRID3
* xyz 1 1
H -2.9732 -1.3850 -1.4787
O -1.1692 0.2099 0.3195
N -2.5395 -1.7265 -0.6070
O 1.3545 -1.8946 -1.5298
N 0.0041 0.5813 0.0623
C -1.6068 -1.2826 0.1023
H -1.2249 -2.8407 1.0582
C 0.1534 2.2719 0.3401
O -0.8121 -2.0058 0.8994
N 1.0145 0.0831 -0.4219
N 1.4218 2.5079 0.4587
C 1.4732 -1.2066 -0.5997
H 2.1131 -1.4487 0.2658
H 1.6287 3.5458 0.4892
O -0.9372 2.6429 0.6383
H 2.0996 1.9475 0.0032
*
```

***

Record 2
A single C2H2ClF molecule in a non-equilibrium geometry, computed with ωB97M-V with the def2-TZVPD basis set.

E_LUMO = 0.93 eV
E = -17345.1677 eV
energy above the lowest of the compared OMol25 structures with the same formula, charge and spin = 33.01 kJ/mol
SMILES = C=C(F)Cl

Geometry as ORCA input:
```
! wB97M-V def2-TZVPD RIJCOSX def2/J DEFGRID3
* xyz 0 1
C -0.7941 -0.1082 -0.0485
Cl 1.8272 -0.8279 -0.0286
H -0.8255 -1.2165 0.0528
H -1.7198 0.4500 0.1406
C 0.5155 0.2466 -0.0765
F 0.9968 1.4559 -0.0398
*
```